A 8-piece molecular cluster, C27H67IN7O9S7 overall in a non-equilibrium geometry. Source: OMol25; level of theory: ωB97M-V with the def2-TZVPD basis set.

Its HOMO energy is -9.0 eV. Its net charge is +1. The total energy comes out at -141869.4316 eV. Its lowest unoccupied orbital energy is -0.149 Ha. The value obtained for the HOMO-LUMO gap is 5.00 eV. The molar mass comes out at 985.2 g mol⁻¹.

```
118
Properties=species:S:1:pos:R:3:forces:R:3
C 7.9260 -0.9672 3.2128 1.12 0.29 -0.02
C 7.4706 -0.5576 1.6816 -0.33 0.98 0.91
C 8.3493 0.7954 1.2386 2.78 -0.49 -5.22
O 9.1100 0.8067 0.1127 -5.13 0.40 7.57
O 8.2035 1.9717 2.1166 -0.80 -1.54 -2.70
C 7.8662 3.1911 1.3554 1.01 1.18 -0.72
C 6.4313 3.1620 0.5852 0.05 -0.02 -0.23
C 5.1273 3.6591 1.4063 -5.66 1.89 -0.09
N 3.9438 4.0909 0.5708 1.96 -0.88 7.36
C 2.9090 4.4182 1.6400 1.38 -0.42 -1.74
N 1.6840 4.8101 1.1598 1.83 0.17 1.65
C 1.5140 4.8604 -0.3621 -0.69 -0.25 -1.69
C 0.5268 5.1212 2.1195 -1.00 -1.51 -0.13
C -0.6857 4.0622 1.6646 0.79 -0.33 0.53
C -1.4546 3.3851 2.9606 -0.66 -0.84 -0.78
C -2.8945 2.7910 2.3633 -0.15 1.99 0.21
N -2.6390 1.9998 1.1005 -2.34 -2.68 1.22
C -2.9658 0.5290 1.2474 -1.17 -3.12 -3.90
N -3.3051 -0.1534 0.0800 1.31 2.74 4.37
N -2.8998 -0.2543 2.5461 -0.97 1.73 -1.42
N 3.4333 4.2363 3.0529 -1.94 0.64 -5.75
N 4.7305 3.7770 2.8490 2.56 -0.84 -3.07
I 5.9281 3.2787 4.4396 -0.50 0.16 -0.36
H 8.0358 -0.0003 3.9045 -0.40 -2.08 -1.68
H 7.1949 -1.7117 3.7482 1.46 1.40 -1.32
H 9.0236 -1.4281 3.1190 -2.54 0.83 0.42
H 7.5718 -1.4366 0.9000 0.21 2.11 1.64
H 6.3175 -0.2622 1.7216 2.49 -0.32 -0.21
H 8.7357 3.3759 0.5628 -2.08 -0.49 1.58
H 7.9026 4.1145 2.1009 -0.10 -2.22 -1.42
H 6.1620 2.1016 0.1066 0.63 2.23 1.34
H 6.5448 3.8839 -0.3598 -0.57 -1.37 2.30
H 0.4283 5.2397 -0.6545 2.34 -0.79 1.06
H 2.3077 5.5702 -0.8916 -1.63 -1.58 1.51
H 1.5882 3.7678 -0.8383 -0.04 2.43 1.24
H 0.1846 6.2397 2.0963 0.92 -2.14 -0.08
H 0.8451 4.8046 3.2013 -0.43 0.79 -2.03
H -1.4082 4.6234 0.9196 1.37 -1.40 1.58
H -0.1339 3.1543 1.1209 -1.48 2.20 0.89
H -0.8595 2.4284 3.3437 -0.98 2.17 -0.77
H -1.6329 4.1276 3.8515 0.21 -1.41 -1.79
H -3.4970 3.7644 2.0245 1.13 -2.11 0.88
H -3.5376 2.2407 3.1707 1.50 1.12 -1.61
H -3.2631 2.3290 0.3028 1.37 -0.65 1.36
H -3.4884 -1.1614 0.2770 0.27 1.10 0.23
H -3.8342 -0.0826 3.0082 1.50 -0.34 -0.41
H -2.8201 -1.2931 2.3538 -0.19 1.72 0.12
H 2.8869 4.4227 3.9236 1.42 -0.48 -0.94
C -2.3755 1.6531 6.9635 0.07 0.07 0.06
S -3.7901 1.6078 5.8363 -0.11 0.33 0.08
O -3.9994 3.0003 5.3197 0.11 -0.50 0.43
C -5.0374 1.3086 7.1128 -0.05 0.07 0.07
H -1.4754 1.8680 6.3827 -0.20 -0.05 -0.04
H -2.5184 2.4358 7.7124 -0.09 -0.03 -0.11
H -2.2663 0.6819 7.4520 -0.05 0.05 -0.09
H -5.0167 2.1125 7.8521 0.06 -0.01 -0.11
H -4.8420 0.3486 7.5961 0.03 0.05 -0.10
H -6.0204 1.2796 6.6372 0.19 0.02 -0.04
C -2.3477 1.4672 -3.7900 -0.01 0.12 -0.12
S -1.4235 1.4069 -2.2357 0.09 -0.58 -0.10
O -1.1535 2.8215 -1.8167 0.19 0.29 -0.16
C 0.1039 0.7512 -2.9512 -0.12 0.24 -0.20
H -3.3364 1.8871 -3.5900 0.15 -0.04 0.11
H -1.8253 2.0995 -4.5119 0.04 0.00 0.11
H -2.4591 0.4560 -4.1883 0.10 0.01 0.20
H 0.4756 1.4275 -3.7243 -0.07 -0.02 0.17
H -0.0870 -0.2368 -3.3765 -0.12 0.12 0.15
H 0.8494 0.6645 -2.1575 -0.17 0.08 0.02
C 4.9441 0.9645 -2.7551 0.04 -0.12 -0.06
S 3.5722 2.0873 -3.1169 -0.33 -0.22 -0.51
O 2.7362 1.4478 -4.1854 0.84 0.37 0.47
C 4.5799 3.3656 -3.9077 0.04 0.02 -0.09
H 4.5412 0.0640 -2.2855 -0.07 0.16 -0.08
H 5.4581 0.6912 -3.6798 -0.09 0.06 0.05
H 5.6412 1.4490 -2.0674 -0.05 0.02 -0.07
H 5.1159 2.9449 -4.7614 -0.09 -0.05 0.08
H 5.2885 3.7724 -3.1826 -0.08 -0.04 0.01
H 3.9190 4.1639 -4.2531 -0.01 -0.17 0.10
C -2.6477 -3.2737 -5.3907 -0.15 0.10 0.02
S -1.7235 -3.3341 -3.8363 0.11 0.12 -0.23
O -1.4535 -1.9194 -3.4173 -0.08 -0.40 -0.28
C -0.1961 -3.9897 -4.5519 0.10 0.02 0.08
H -3.6364 -2.8538 -5.1907 0.15 -0.02 0.17
H -2.1253 -2.6415 -6.1126 0.05 -0.13 0.13
H -2.7591 -4.2850 -5.7890 0.14 0.13 0.06
H 0.1756 -3.3134 -5.3250 -0.16 -0.06 0.05
H -0.3870 -4.9777 -4.9772 -0.06 0.17 -0.02
H 0.5494 -4.0765 -3.7582 -0.20 0.08 0.04
C -0.9617 -4.3498 4.8012 0.11 0.15 0.01
S -2.3763 -4.3951 3.6740 -0.20 0.05 0.15
O -2.5856 -3.0026 3.1574 0.10 -0.51 0.37
C -3.6236 -4.6943 4.9505 -0.08 0.18 0.01
H -0.0616 -4.1349 4.2204 -0.18 -0.04 -0.01
H -1.1046 -3.5671 5.5501 -0.08 -0.04 -0.10
H -0.8525 -5.3210 5.2897 -0.08 0.05 -0.10
H -3.6029 -3.8905 5.6899 0.16 0.01 -0.08
H -3.4282 -5.6543 5.4339 0.03 0.05 -0.13
H -4.6066 -4.7233 4.4749 0.17 -0.12 -0.11
C -2.3578 -4.8233 -9.7369 -0.10 0.06 0.06
S -0.7799 -5.1321 -8.9070 -0.06 0.11 0.11
O -0.9702 -4.8300 -7.4503 0.03 0.02 -0.59
C 0.0963 -3.7301 -9.6428 0.02 0.10 0.07
H -3.0814 -5.5672 -9.3950 0.19 0.05 0.01
H -2.7221 -3.8235 -9.4886 0.10 -0.06 0.03
H -2.2269 -4.9173 -10.8175 0.06 -0.03 0.11
H -0.4186 -2.7978 -9.4001 -0.02 -0.11 0.03
H 0.1478 -3.8598 -10.7263 -0.03 -0.07 0.10
H 1.1090 -3.7011 -9.2344 -0.16 -0.11 0.00
C -6.1131 -5.3743 0.2541 -0.03 -0.12 -0.02
S -6.0295 -4.4686 1.8183 -0.14 -0.14 -0.01
O -6.1172 -5.4749 2.9270 -0.05 0.31 -0.38
C -7.6529 -3.6836 1.6673 -0.10 -0.04 0.04
H -5.2060 -5.9746 0.1516 -0.09 0.14 0.12
H -6.9852 -6.0325 0.2488 0.05 0.08 0.10
H -6.1726 -4.6659 -0.5755 0.04 0.01 0.13
H -8.4301 -4.4456 1.5753 0.13 -0.01 0.03
H -7.6623 -3.0299 0.7920 0.09 -0.05 0.07
H -7.8348 -3.0876 2.5645 0.14 -0.11 -0.09
```
Positions in Å, forces in eV/Å.